[1]
Entry from OMol25: a molecular structure, C16H19Cl2P2STi (ωB97M-V/def2-TZVPD).

```
! wB97M-V def2-TZVPD RIJCOSX def2/J DEFGRID3
* xyz 3 1
Ti -0.2755 -0.8743 -0.3409
Cl -1.0576 -2.9364 -1.2745
C 0.4175 -3.4550 -2.2409
C 0.2828 -4.5920 -2.9775
C 1.4188 -4.9819 -3.7075
C 2.5854 -4.2483 -3.6699
C 2.6744 -3.0865 -2.8993
Cl 4.1197 -2.1844 -2.8622
C 1.5646 -2.6640 -2.1563
S 1.6792 -1.2053 -1.1854
H -0.6313 -5.1687 -3.0058
H 1.3684 -5.8805 -4.3084
H 3.4508 -4.5632 -4.2375
C -0.6845 -1.1795 3.1741
P 0.1128 -0.0352 2.0195
C 1.8474 0.1214 2.4925
C -0.7064 1.5724 2.0817
C -0.9177 2.1597 3.3271
C -1.5155 3.4100 3.4190
C -1.9048 4.0822 2.2682
C -1.6977 3.5070 1.0210
C -1.1003 2.2529 0.9164
P -0.8150 1.5725 -0.7315
C -2.3338 1.6808 -1.7115
C 0.4706 2.5088 -1.5849
H -0.5620 -0.7891 4.1881
H -0.2013 -2.1573 3.1338
H -1.7521 -1.2747 2.9737
H 1.8940 0.5297 3.5055
H 2.3753 0.7987 1.8213
H 2.3252 -0.8592 2.4864
H -0.6190 1.6561 4.2390
H -1.6746 3.8582 4.3906
H -2.3692 5.0567 2.3389
H -2.0066 4.0528 0.1373
H -2.5930 2.7361 -1.8332
H -3.1677 1.1809 -1.2181
H -2.1743 1.2615 -2.7064
H 0.1510 3.5518 -1.6560
H 0.6115 2.1146 -2.5921
H 1.4104 2.4705 -1.0344
*
```

Values from the calculation:
F_max in hartree/bohr: 0.0104
E in Ha: -3470.79292
Energy above the lowest of the compared OMol25 structures with the same formula, charge and spin in kcal/mol: 0.00
Orbital gap in eV: 5.979
HOMO level in Eh: -0.67308
Lowest unoccupied orbital energy in eV: -12.34

Mulliken charges in e:
1 Ti -0.42
2 Cl -0.21
3 C 1.08
4 C -0.93
5 C -0.37
6 C -0.71
7 C 0.36
8 Cl -0.13
9 C 0.49
10 S 0.02
11 H 0.50
12 H 0.43
13 H 0.46
14 C -1.19
15 P 1.11
16 C -1.17
17 C 0.58
18 C -0.65
19 C -0.86
20 C -0.85
21 C -0.67
22 C 0.59
23 P 1.13
24 C -1.19
25 C -1.16
26 H 0.42
27 H 0.46
28 H 0.41
29 H 0.44
30 H 0.38
31 H 0.46
32 H 0.35
33 H 0.45
34 H 0.44
35 H 0.35
36 H 0.42
37 H 0.41
38 H 0.46
39 H 0.44
40 H 0.45
41 H 0.38

***

[2]
Entry from OMol25: a molecular structure, C16H19ClIr at a distorted geometry (ωB97M-V/def2-TZVPD).

```
! wB97M-V def2-TZVPD RIJCOSX def2/J DEFGRID3
* xyz -1 5
C 1.0258 -2.0694 -0.7103
C 0.8632 -2.0166 -2.0951
C -0.5652 -1.9425 -2.3854
H 1.6252 -2.0754 -2.8548
C -1.2437 -1.7409 -1.1800
C -0.2613 -1.7358 -0.0389
H -0.5266 -2.1739 0.9328
H 1.9441 -2.1769 -0.1447
H -1.0050 -1.9479 -3.3912
H -2.3161 -1.6501 -1.0221
Ir -0.1360 0.0195 -1.8283
Cl 0.0910 2.7388 -0.3573
C 0.2573 2.3439 -2.4435
C -0.9992 1.6834 -2.8177
C -0.7494 0.5825 -3.6907
H -2.0268 2.0328 -2.5436
C 0.7314 0.3841 -3.7150
C 1.2780 1.3617 -2.8254
H 2.3619 1.3814 -2.5722
H 0.4476 3.4204 -2.4151
H -1.4791 -0.0936 -4.1637
H 1.2432 -0.3982 -4.2709
C -1.2522 1.0102 3.4374
C -0.0408 0.3044 2.8474
C 1.2066 0.9919 3.3919
C -0.0409 -1.1227 3.4063
C -0.0278 0.3966 1.3506
C -0.1614 -0.0837 0.1790
H -1.1852 0.9620 4.5378
H -2.1800 0.5362 3.1060
H -1.2936 2.0466 3.0983
H 1.1894 0.9514 4.4888
H 2.0970 0.4909 2.9960
H 1.2464 2.0184 3.0247
H -0.9292 -1.6779 3.1045
H 0.8270 -1.6869 3.0560
H -0.0155 -1.0648 4.5085
*
```

Values from the calculation:
⟨S²⟩: 6.035
F_max in hartree/bohr: 0.0519
E in Ha: -1185.23776
Energy above the lowest of the compared OMol25 structures with the same formula, charge and spin in kcal/mol: 0.00
Orbital gap (alpha / beta) in eV: 3.457 / 5.971
HOMO level (alpha / beta) in Eh: -0.01830 / -0.13543
Lowest unoccupied orbital energy (alpha / beta) in eV: 2.96 / 2.29

Mulliken charges in e:
1 C -0.94
2 C -0.76
3 C -0.67
4 H 0.51
5 C -1.03
6 C 0.42
7 H 0.54
8 H 0.33
9 H 0.80
10 H 0.43
11 Ir 0.29
12 Cl -0.44
13 C -0.13
14 C -0.71
15 C -0.56
16 H 0.25
17 C -0.41
18 C -0.73
19 H 0.29
20 H 0.53
21 H 0.49
22 H 0.61
23 C -1.62
24 C 2.44
25 C -1.64
26 C -1.93
27 C -0.54
28 C -0.28
29 H 0.39
30 H 0.37
31 H 0.36
32 H 0.42
33 H 0.35
34 H 0.35
35 H 0.40
36 H 0.36
37 H 0.45

***

[3]
Entry from OMol25: a molecular structure, C16H19ClV at a distorted geometry (ωB97M-V/def2-TZVPD).

```
! wB97M-V def2-TZVPD RIJCOSX def2/J DEFGRID3
* xyz -2 4
C 2.1103 -1.6594 -0.2946
C 2.1877 -1.9237 -1.7020
C 0.8963 -2.3684 -2.1090
H 3.0922 -1.8956 -2.3163
C -0.0188 -2.2047 -1.0135
C 0.7488 -1.8164 0.1267
H 0.3637 -1.5795 1.1208
H 2.9274 -1.4345 0.3737
H 0.6629 -2.9333 -3.0381
H -1.0906 -2.3758 -0.9961
V 0.9617 0.0770 -1.4650
Cl 2.1627 1.4333 0.0646
C 1.0188 1.8938 -2.5645
C -0.2272 1.2004 -2.8673
C 0.1121 -0.0038 -3.5910
H -1.2452 1.4918 -2.6153
C 1.5321 -0.0687 -3.7225
C 2.1181 1.0099 -2.9800
H 3.2081 1.1445 -2.8510
H 1.1238 2.8910 -2.1592
H -0.5879 -0.6703 -4.0933
H 2.0757 -0.7188 -4.4099
C -0.8762 1.8377 3.4074
C -1.4827 0.6444 2.6667
C -1.3316 -0.5854 3.5836
C -2.9632 0.9168 2.4520
C -0.9389 0.5219 1.3005
C -0.4725 0.4854 0.1662
H -1.4248 2.0482 4.3276
H -0.9212 2.7312 2.7788
H 0.1585 1.6302 3.6935
H -1.8823 -0.3844 4.5070
H -1.7425 -1.4985 3.1478
H -0.2965 -0.7815 3.8783
H -3.0838 1.7904 1.8150
H -3.4128 0.0461 1.9765
H -3.4622 1.1087 3.4020
*
```

Values from the calculation:
⟨S²⟩: 3.770
F_max in hartree/bohr: 0.0415
E in Ha: -2025.10300
Energy above the lowest of the compared OMol25 structures with the same formula, charge and spin in kcal/mol: 35.31
Orbital gap (alpha / beta) in eV: 2.790 / 5.054
HOMO level (alpha / beta) in Eh: 0.09217 / 0.00733
Lowest unoccupied orbital energy (alpha / beta) in eV: 5.30 / 5.25

Mulliken charges in e:
1 C -0.64
2 C -0.80
3 C -0.03
4 H 0.40
5 C -0.67
6 C -0.52
7 H 0.58
8 H 0.40
9 H 0.33
10 H 0.31
11 V -0.38
12 Cl -0.56
13 C -0.10
14 C -0.68
15 C -0.29
16 H 0.39
17 C -0.34
18 C -0.56
19 H 0.26
20 H 0.41
21 H 0.36
22 H 0.41
23 C -1.74
24 C 2.40
25 C -1.86
26 C -1.79
27 C 0.62
28 C -1.44
29 H 0.40
30 H 0.36
31 H 0.39
32 H 0.48
33 H 0.34
34 H 0.37
35 H 0.39
36 H 0.37
37 H 0.42

***

[4]
Entry from OMol25: a molecular structure, C16H19InN2O7S2 at a distorted geometry (ωB97M-V/def2-TZVPD).

```
! wB97M-V def2-TZVPD RIJCOSX def2/J DEFGRID3
* xyz 0 1
In 0.3347 -0.3557 0.3974
O -1.5948 -0.5329 2.8110
C -1.5240 0.8335 3.3333
C -0.0433 1.2616 3.4838
N 0.5606 1.4797 2.1958
C 0.1570 2.7097 1.4698
C -0.6797 2.3590 0.1309
O -0.9829 3.3827 -0.4259
O -0.9912 1.1774 -0.2239
C 2.1050 1.4465 2.2656
C 2.7642 1.2391 0.9189
O 3.9339 1.5697 0.6830
O 2.0141 0.7037 -0.0822
H -0.9847 -1.0688 3.4096
H -1.8277 0.9152 4.4134
H -2.1684 1.4773 2.7213
H 0.5510 0.5528 4.0269
H -0.0208 2.2303 3.9939
H 1.0312 3.1978 1.0813
H -0.4256 3.4272 2.0651
H 2.4593 0.8070 3.0843
H 2.5326 2.4291 2.5900
O -0.3422 -1.9574 -0.7879
C -0.1302 -2.6980 0.3081
O 0.3223 -2.2298 1.4255
C -0.4167 -4.0798 0.2117
C 0.0124 -4.9132 1.2780
C -0.0828 -6.3040 1.1100
C -0.8239 -6.8807 0.0205
C -1.2965 -6.0015 -0.9806
C -1.0601 -4.6019 -0.8868
H 0.4825 -4.4559 2.1435
H 0.2583 -7.0082 1.8428
H -0.9659 -7.9389 -0.0593
H -1.8122 -6.4362 -1.8215
H -1.4693 -3.9102 -1.6283
S -2.0072 2.9316 -6.6157
C -0.9199 3.0410 -5.3722
N -0.8109 4.1163 -4.5269
C 0.3613 4.2115 -3.6634
C 0.9107 2.7515 -3.6414
S 0.3220 1.8054 -5.0577
H -1.4489 4.8857 -4.7013
H 0.0560 4.5148 -2.6206
H 1.1836 4.8718 -4.0639
H 0.5204 2.2955 -2.7520
H 1.9568 2.7486 -3.5041
*
```

Values from the calculation:
F_max in hartree/bohr: 0.0722
E in Ha: -2243.83967
Energy above the lowest of the compared OMol25 structures with the same formula, charge and spin in kcal/mol: 29.90
Orbital gap in eV: 7.023
HOMO level in Eh: -0.28802
Lowest unoccupied orbital energy in eV: -0.81

Mulliken charges in e:
1 In 1.88
2 O -0.45
3 C -0.55
4 C -1.05
5 N 0.34
6 C -1.04
7 C 0.67
8 O -0.68
9 O -0.67
10 C -0.66
11 C 0.58
12 O -0.67
13 O -0.62
14 H 0.33
15 H 0.35
16 H 0.37
17 H 0.50
18 H 0.36
19 H 0.42
20 H 0.48
21 H 0.39
22 H 0.37
23 O -0.73
24 C 0.74
25 O -0.69
26 C 0.27
27 C -0.43
28 C -0.62
29 C -0.41
30 C -0.52
31 C -0.29
32 H 0.44
33 H 0.37
34 H 0.42
35 H 0.39
36 H 0.42
37 S -0.35
38 C 0.18
39 N -0.17
40 C -0.43
41 C -0.11
42 S -0.13
43 H 0.21
44 H 0.23
45 H 0.25
46 H -0.17
47 H 0.49

***

[5]
Entry from OMol25: a molecular structure, C16H19N3ORuS2 at a distorted geometry (ωB97M-V/def2-TZVPD).

```
! wB97M-V def2-TZVPD RIJCOSX def2/J DEFGRID3
* xyz 2 1
Ru -1.0995 -0.1018 -0.3444
C -1.6339 1.8467 0.4030
C -1.5345 2.0669 -0.9977
C -2.6900 2.3103 -1.8162
C -2.5364 2.5761 -3.1357
C -1.2454 2.5416 -3.7214
C -0.1152 2.2575 -2.9832
C -0.2499 2.0384 -1.6227
H -2.6127 1.9262 0.8545
H -0.8198 2.1566 1.0429
H -3.6721 2.3320 -1.3559
H -3.3991 2.8222 -3.7430
H -1.1407 2.7542 -4.7796
H 0.8591 2.2406 -3.4522
H 0.6256 1.9402 -0.9990
S -5.5669 -0.7442 -1.3514
C -4.0470 -0.5644 -1.0881
N -2.8654 -0.4251 -0.8762
N 5.2151 0.1241 3.1172
C 3.9567 -0.1482 3.5327
O 3.6564 -0.4927 4.6517
C 2.8449 -0.0428 2.5010
C 3.0131 -0.0877 1.1247
C 1.9045 -0.0481 0.3060
N 0.6558 0.0574 0.7953
C 0.4963 0.1193 2.1393
C 1.5570 0.0520 3.0073
H 5.9540 0.0565 3.7969
H 5.4385 0.5031 2.2176
H 3.9879 -0.1910 0.6645
H 2.0063 -0.1218 -0.7678
H -0.5111 0.2131 2.5051
H 1.4081 0.0692 4.0799
C -1.7934 -3.3645 -1.4620
S -0.4068 -2.3816 -0.8690
C 0.0541 -3.2754 0.6320
H -1.4137 -4.3447 -1.7420
H -2.1983 -2.8683 -2.3401
H -2.5510 -3.4527 -0.6873
H -0.8205 -3.4324 1.2587
H 0.8002 -2.6876 1.1630
H 0.4898 -4.2295 0.3416
*
```

Values from the calculation:
F_max in hartree/bohr: 0.0418
E in Ha: -1751.23813
Energy above the lowest of the compared OMol25 structures with the same formula, charge and spin in kcal/mol: 25.28
Orbital gap (alpha / beta) in eV: 5.844 / 5.909
HOMO level (alpha / beta) in Eh: -0.56418 / -0.56423
Lowest unoccupied orbital energy (alpha / beta) in eV: -9.51 / -9.44

Mulliken charges in e:
1 Ru 0.64
2 C -0.92
3 C -0.02
4 C -0.31
5 C -0.85
6 C -0.28
7 C -1.22
8 C 0.67
9 H 0.37
10 H 0.54
11 H 0.58
12 H 0.44
13 H 0.44
14 H 0.47
15 H 0.78
16 S -0.16
17 C 0.53
18 N -0.56
19 N -0.32
20 C 0.15
21 O -0.55
22 C 0.81
23 C -0.82
24 C -0.45
25 N 0.25
26 C -0.59
27 C -0.58
28 H 0.26
29 H 0.16
30 H 0.36
31 H 0.55
32 H 0.59
33 H 0.55
34 C -1.00
35 S 0.21
36 C -0.76
37 H 0.42
38 H 0.36
39 H 0.32
40 H 0.32
41 H 0.18
42 H 0.41

***

[6]
Entry from OMol25: a single C16H19NO3 molecule (ωB97M-V/def2-TZVPD).

```
! wB97M-V def2-TZVPD RIJCOSX def2/J DEFGRID3
* xyz 0 1
C -6.3976 -2.1285 -0.5936
C -5.3477 -1.1439 -0.1744
C -4.8595 -1.1437 1.1288
C -3.8829 -0.2546 1.5207
C -3.3593 0.6705 0.6160
C -3.8429 0.6803 -0.6858
C -4.8254 -0.2203 -1.0648
H -5.1875 -0.1964 -2.0829
H -3.4718 1.3809 -1.4172
O -2.4102 1.5115 1.1245
C -1.7242 2.3958 0.2639
C -0.6793 1.6902 -0.6023
H -1.1596 0.9509 -1.2445
H -0.1918 2.4239 -1.2448
C 0.3619 0.9806 0.2578
C 1.3281 0.1755 -0.5960
O 1.2971 0.1407 -1.8056
N 2.2312 -0.5240 0.1346
H 2.2348 -0.4440 1.1389
C 3.2892 -1.3058 -0.4777
C 4.6365 -0.8486 -0.0287
C 5.5012 -1.3619 0.8948
C 6.6117 -0.4839 0.9300
C 6.3348 0.4985 0.0314
O 5.1448 0.2876 -0.5505
H 6.8837 1.3671 -0.2735
H 7.4876 -0.5757 1.5384
H 5.3689 -2.2558 1.4695
H 3.1662 -2.3651 -0.2290
H 3.1750 -1.1652 -1.5566
H -0.1417 0.3072 0.9557
H 0.9305 1.7087 0.8421
H -1.2307 3.1006 0.9403
H -2.4284 2.9574 -0.3619
H -3.5066 -0.2507 2.5320
H -5.2520 -1.8522 1.8442
H -6.8003 -1.8747 -1.5709
H -5.9738 -3.1316 -0.6473
H -7.2132 -2.1501 0.1272
*
```

Values from the calculation:
F_max in hartree/bohr: 0.0186
SMILES: Cc1ccc(OCCCC(=O)NCc2ccco2)cc1
E in Ha: -901.55967
Energy above the lowest of the compared OMol25 structures with the same formula, charge and spin in kcal/mol: 37.69
Orbital gap in eV: 8.995
HOMO level in Eh: -0.30230
Lowest unoccupied orbital energy in eV: 0.77

Mulliken charges in e:
1 C -1.40
2 C 0.65
3 C -0.50
4 C -0.52
5 C 0.84
6 C -0.24
7 C -0.94
8 H 0.29
9 H 0.32
10 O -0.49
11 C -0.85
12 C -0.44
13 H 0.31
14 H 0.47
15 C -0.69
16 C 0.57
17 O -0.66
18 N -0.18
19 H 0.28
20 C -0.81
21 C 0.41
22 C -0.52
23 C -0.32
24 C -0.41
25 O -0.30
26 H 0.45
27 H 0.41
28 H 0.44
29 H 0.33
30 H 0.32
31 H 0.33
32 H 0.28
33 H 0.44
34 H 0.37
35 H 0.41
36 H 0.37
37 H 0.34
38 H 0.29
39 H 0.36

***

- Which formula does entry 6 have?
  C16H19NO3

***

- What is the energy above the lowest of the compared OMol25 structures with the same formula, charge and spin in the second record?
  0.00 kcal/mol

***

- Which of these has the highest E?
  C16H19NO3